1.
C5H10N2O2 | ωB97M-V with the def2-TZVPD basis set

Values from the calculation:
Multiplicity: 1
Orbital gap in eV: 9.03
E in hartree: -456.29486
Relative energy (zero: lowest compared OMol25 entry of this formula, charge and spin) in eV: 7.057
LUMO in eV: 0.86
HOMO energy in eV: -8.169

XYZ file:
```
19
Properties=species:S:1:pos:R:3:lowdin_charge:R:1
C -0.16609 0.70261 -0.32915 -0.062
C -0.09442 -0.51994 -0.67371 -0.417
C 1.98719 0.75096 0.05551 -0.175
C -0.97560 1.78714 0.14322 -0.090
C -1.21229 -1.44183 -0.93924 -0.029
N 2.19856 -0.64560 0.13157 -0.121
N 2.07075 -1.10234 1.42473 0.035
O 1.10364 -1.22307 -0.66996 -0.063
O 2.34347 1.46934 -1.08657 -0.003
H 2.40517 1.34821 0.80267 0.114
H -2.00556 1.72549 -0.19591 0.080
H -0.63979 2.78067 -0.02713 0.064
H -0.89730 1.72893 1.24946 0.096
H -0.83631 -2.50001 -0.71929 0.107
H -1.76391 -1.47682 -1.91473 0.089
H -2.03646 -1.10650 -0.25891 0.090
H 2.26888 -2.10546 1.56037 0.105
H 1.35274 -0.81894 2.10614 0.103
H 1.95271 1.18167 -1.89205 0.077
```



2.
C5H10N2O2S | ωB97M-V with the def2-TZVPD basis set

Values from the calculation:
Multiplicity: 1
Orbital gap in eV: 9.21
E in hartree: -854.50998
Relative energy (zero: lowest compared OMol25 entry of this formula, charge and spin) in eV: 4.270
LUMO in eV: 0.53
HOMO energy in eV: -8.674

XYZ file:
```
20
Properties=species:S:1:pos:R:3:lowdin_charge:R:1
C 0.18766 -0.24268 -1.60128 -0.276
C 0.02162 -1.42129 -0.64311 -0.369
C -1.24429 -1.40382 0.16192 -0.027
C 1.22477 -1.53535 0.30428 -0.073
C 0.67751 2.70046 1.05944 -0.206
N 0.62573 1.49659 0.27110 -0.402
N -2.10550 -0.45428 0.27557 -0.344
O -3.12052 -0.45743 0.95731 0.006
O -1.91843 0.72093 -0.45334 -0.285
S -0.34439 1.37157 -0.90838 1.080
H 1.23065 -0.13231 -1.89161 0.095
H -0.42898 -0.37097 -2.49167 0.092
H -0.01407 -2.33599 -1.25549 0.142
H -1.44933 -2.27474 0.76375 0.142
H 1.36858 -0.59169 0.82412 0.057
H 2.12497 -1.77081 -0.25843 0.080
H 1.05700 -2.32307 1.03504 0.078
H 0.66237 3.60945 0.45266 0.064
H -0.15844 2.74140 1.76331 0.075
H 1.60309 2.67401 1.63479 0.070
```



3.
C5H10N2O3 | ωB97M-V with the def2-TZVPD basis set

Values from the calculation:
Multiplicity: 1
Orbital gap in eV: 10.05
E in hartree: -531.65460
Relative energy (zero: lowest compared OMol25 entry of this formula, charge and spin) in eV: 4.093
LUMO in eV: 0.65
SMILES: CCN(COC(C)=O)N=O
HOMO energy in eV: -9.397

XYZ file:
```
20
Properties=species:S:1:pos:R:3:lowdin_charge:R:1
C 1.02747 -2.33760 0.05219 -0.059
C 1.72453 -0.93844 -0.42308 -0.157
C 0.53905 1.25874 -0.40492 -0.121
C -1.39961 1.67290 0.76031 -0.532
C -2.58335 1.12463 1.51325 0.024
H 0.83717 -3.07150 -0.79956 0.078
H 1.75810 -2.84807 0.73681 0.071
H 0.10298 -2.25938 0.62391 0.049
H 2.54723 -1.14865 -1.04723 0.092
H 2.00721 -0.42248 0.51027 0.113
H 1.27690 1.74416 0.30595 0.164
H 0.22756 2.04204 -1.16159 0.153
H -3.13426 1.81977 2.07481 0.067
H -2.26146 0.35094 2.17087 0.071
H -3.21009 0.71717 0.64471 0.129
N 0.97804 0.07771 -1.15709 -0.157
N 0.59290 -0.12572 -2.38893 -0.032
O -0.59759 0.71331 0.25950 0.021
O -1.31809 2.87582 0.61795 0.099
O 0.88531 -1.24536 -2.88813 -0.073
```



4.
C5H10N2O3 | ωB97M-V with the def2-TZVPD basis set

Values from the calculation:
Multiplicity: 1
Orbital gap in eV: 10.18
E in hartree: -531.62561
Relative energy (zero: lowest compared OMol25 entry of this formula, charge and spin) in eV: 4.882
LUMO in eV: 0.86
SMILES: CCOC(=O)CN(C)N=O
HOMO energy in eV: -9.322

XYZ file:
```
20
Properties=species:S:1:pos:R:3:lowdin_charge:R:1
C 2.32981 1.56884 0.39376 -0.042
C 2.35261 0.25103 -0.39743 -0.145
C 0.30404 -1.21948 -0.42804 -0.505
C -1.12654 -1.31858 -0.86420 -0.083
C -2.32939 -0.32103 1.16035 -0.018
H 3.02072 2.17769 -0.07944 0.046
H 1.28479 1.93136 0.21629 0.098
H 2.57802 1.39910 1.42235 0.072
H 2.90786 -0.44521 0.26083 0.116
H 2.70875 0.09506 -1.43882 0.137
H -1.44159 -2.38972 -0.74267 0.147
H -1.11545 -0.97820 -1.94775 0.144
H -3.39761 -0.26532 1.33499 0.073
H -1.97844 0.46396 1.79374 0.059
H -1.85534 -1.25315 1.53316 0.094
N -2.09705 -0.30688 -0.36052 -0.138
N -1.91650 0.90204 -0.99337 -0.106
O 0.91663 -0.07983 -0.64793 -0.042
O 0.89836 -2.10547 0.18807 0.073
O -2.04367 1.89377 -0.40336 0.021
```



5.
C5H10N2O3 | ωB97M-V with the def2-TZVPD basis set

Values from the calculation:
Multiplicity: 1
Orbital gap (spin up / spin down) in eV: 7.57 / 7.57
E in hartree: -531.61922
Relative energy (zero: lowest compared OMol25 entry of this formula, charge and spin) in eV: 5.056
LUMO (spin up / spin down) in eV: -0.40 / -0.40
HOMO energy (spin up / spin down) in eV: -7.971 / -7.971

XYZ file:
```
20
Properties=species:S:1:pos:R:3:lowdin_charge:R:1
C 1.48956 -0.41972 -0.63601 -0.130
C -1.58913 -0.36729 1.87113 -0.012
C 1.82920 0.99600 -0.95048 -0.040
N 1.48315 -0.89293 0.60646 -0.050
C -0.60926 0.44324 1.05706 -0.461
C -0.71636 -0.54251 -0.75100 -0.481
N -1.25536 0.32555 -1.63863 0.157
O 0.91780 -0.09813 1.52701 -0.073
O -0.67013 1.63762 0.90454 0.045
O -0.92810 -1.74057 -0.73184 0.018
H 1.23559 -1.87644 0.70718 0.159
H 1.69652 -1.17459 -1.38792 0.141
H -1.22705 1.30785 -1.41154 0.096
H -1.97351 0.00445 -2.27464 0.111
H -2.60282 -0.13118 1.54676 0.095
H -1.41086 -1.43452 1.77201 0.077
H -1.47165 -0.06674 2.91429 0.094
H 1.40603 1.68798 -0.22839 0.074
H 2.92089 1.09837 -0.94584 0.097
H 1.47548 1.24356 -1.95016 0.084
```



6.
C5H10N2S | ωB97M-V with the def2-TZVPD basis set

Values from the calculation:
Multiplicity: 1
Orbital gap in eV: 8.67
E in hartree: -704.03638
Relative energy (zero: lowest compared OMol25 entry of this formula, charge and spin) in eV: 5.100
LUMO in eV: 0.49
SMILES: NC(=S)C1(N)CCC1
HOMO energy in eV: -8.185

XYZ file:
```
18
Properties=species:S:1:pos:R:3:lowdin_charge:R:1
C 1.36815 0.14346 0.04095 -0.874
C -0.02677 0.21177 0.42570 -0.732
C -0.91094 0.19632 -0.80570 -0.167
C -1.40726 -1.33780 -0.56478 -0.127
C -0.40120 -1.31402 0.73601 -0.143
H 2.80877 1.24789 -0.63871 0.186
H 1.24312 1.99233 -0.91988 0.099
H -1.05387 0.94210 1.97185 0.159
H 0.24846 1.98681 1.17659 0.118
H -0.16378 0.27787 -1.86081 0.158
H -1.71707 1.16087 -0.98607 0.152
H -0.95074 -1.83208 -1.50430 0.114
H -2.52114 -1.17787 -0.37848 0.104
H -1.10122 -1.36085 1.65774 0.112
H 0.49312 -2.14147 0.77488 0.073
N 1.64897 1.07960 -0.81840 0.017
N -0.04579 1.01586 1.50396 0.081
S 2.48919 -1.09079 0.18945 0.670
```



7.
C5H10N2S | ωB97M-V with the def2-TZVPD basis set

Values from the calculation:
Multiplicity: 1
Orbital gap in eV: 8.86
E in hartree: -704.22380
Relative energy (zero: lowest compared OMol25 entry of this formula, charge and spin) in eV: 0.000
LUMO in eV: 0.79
SMILES: CN1CCN(C)C1=S
HOMO energy in eV: -8.070

XYZ file:
```
18
Properties=species:S:1:pos:R:3:lowdin_charge:R:1
C 2.43933 0.62866 -0.00197 -0.074
C 0.77727 -1.23775 -0.11875 -0.128
C -0.72681 -1.26074 0.11722 -0.122
C -2.45410 0.55562 0.00100 -0.075
C -0.01143 0.94514 -0.00297 -0.819
H 2.75684 0.54730 -1.04721 0.095
H 3.09654 0.04804 0.60983 0.075
H 2.48478 1.68823 0.33597 0.065
H 1.01762 -1.49098 -1.14868 0.121
H 1.33733 -1.92029 0.54873 0.131
H -0.97503 -1.50761 1.17082 0.133
H -1.26509 -1.90390 -0.53470 0.109
H -3.12914 -0.04072 -0.63377 0.094
H -2.52512 1.57307 -0.32428 0.041
H -2.78439 0.48449 1.04264 0.095
N 1.08844 0.15572 0.14239 -0.179
N -1.08856 0.12685 -0.15605 -0.174
S -0.03849 2.60887 -0.00023 0.613
```



8.
C5H10N2S | ωB97M-V with the def2-TZVPD basis set

Values from the calculation:
Multiplicity: 1
Orbital gap in eV: 9.13
E in hartree: -704.17542
Relative energy (zero: lowest compared OMol25 entry of this formula, charge and spin) in eV: 1.317
LUMO in eV: 0.89
SMILES: N[C@@H]1[C@@H]2CSC[C@]12N
HOMO energy in eV: -8.244

XYZ file:
```
18
Properties=species:S:1:pos:R:3:lowdin_charge:R:1
C -0.88108 0.71552 0.01883 -0.267
C 0.10365 0.20819 1.05199 -0.230
C 1.51567 0.62816 0.92675 -0.465
C 0.76705 -0.94831 -1.06783 -0.431
C -0.35283 -0.70361 -0.13308 -0.510
H -0.91067 1.61883 -1.84039 0.084
H -0.53635 2.60308 -0.51978 0.082
H -1.90935 0.61997 0.34238 0.126
H -0.27530 0.06341 2.06726 0.138
H 2.05539 0.47433 1.83459 0.056
H 1.57370 1.70409 0.65089 0.081
H 0.73961 -2.06183 -1.28823 0.100
H 0.51709 -0.47464 -2.00649 0.068
H -0.88486 -2.51404 0.63588 0.084
H -2.13867 -1.41371 0.49776 0.074
N -0.42539 1.69503 -0.95459 0.067
N -1.28567 -1.77274 0.07616 0.077
S 2.32803 -0.44171 -0.29208 0.866
```



Copy entry 5 word for word.
C5H10N2O3 | ωB97M-V with the def2-TZVPD basis set

Values from the calculation:
Multiplicity: 1
Orbital gap (spin up / spin down) in eV: 7.57 / 7.57
E in hartree: -531.61922
Relative energy (zero: lowest compared OMol25 entry of this formula, charge and spin) in eV: 5.056
LUMO (spin up / spin down) in eV: -0.40 / -0.40
HOMO energy (spin up / spin down) in eV: -7.971 / -7.971

XYZ file:
```
20
Properties=species:S:1:pos:R:3:lowdin_charge:R:1
C 1.48956 -0.41972 -0.63601 -0.130
C -1.58913 -0.36729 1.87113 -0.012
C 1.82920 0.99600 -0.95048 -0.040
N 1.48315 -0.89293 0.60646 -0.050
C -0.60926 0.44324 1.05706 -0.461
C -0.71636 -0.54251 -0.75100 -0.481
N -1.25536 0.32555 -1.63863 0.157
O 0.91780 -0.09813 1.52701 -0.073
O -0.67013 1.63762 0.90454 0.045
O -0.92810 -1.74057 -0.73184 0.018
H 1.23559 -1.87644 0.70718 0.159
H 1.69652 -1.17459 -1.38792 0.141
H -1.22705 1.30785 -1.41154 0.096
H -1.97351 0.00445 -2.27464 0.111
H -2.60282 -0.13118 1.54676 0.095
H -1.41086 -1.43452 1.77201 0.077
H -1.47165 -0.06674 2.91429 0.094
H 1.40603 1.68798 -0.22839 0.074
H 2.92089 1.09837 -0.94584 0.097
H 1.47548 1.24356 -1.95016 0.084
```